1.
Density functional theory data (ωB97M-V with the def2-TZVPD basis set) for an isolated ion of composition C3H7N2S and charge +1 at a distorted geometry.

Geometry as XYZ:
```
13
Properties=species:S:1:pos:R:3
C -0.297 0.383 1.413
C 0.794 -0.359 -0.790
C -0.966 1.626 -0.465
N -1.182 1.038 0.709
N 1.091 -1.361 -1.621
S 0.244 1.071 -1.507
H -0.718 -0.349 2.208
H 0.657 0.668 1.650
H 1.467 -0.554 0.072
H -1.736 2.248 -0.772
H -2.079 0.895 1.128
H 1.502 -2.247 -1.419
H 0.677 -1.407 -2.569
```

Calculated values
HOMO (spin up / spin down) = -11.96 / -11.96 eV
energy above the lowest of the compared OMol25 structures with the same formula, charge and spin = 366.27 kJ/mol
largest force on an atom = 4.78 eV/A
M = 103.2 g/mol
LUMO level (spin up / spin down) = -4.7232 / -4.7279 eV
total charge = +1

2.
Density functional theory data (ωB97M-V with the def2-TZVPD basis set) for C13H17N4O4Pb as an isolated structure at a distorted geometry.

Geometry as XYZ:
```
39
Properties=species:S:1:pos:R:3
Pb 1.142 -0.575 1.205
N 1.958 1.894 0.546
C 0.813 2.752 0.507
C 0.997 4.132 0.572
C -0.081 4.996 0.402
C -1.355 4.535 0.219
C -1.591 3.138 0.241
C -2.909 2.636 0.087
C -3.119 1.285 0.120
C -2.014 0.465 0.357
N -0.788 0.905 0.597
C -0.516 2.215 0.438
H 2.707 2.314 1.088
H 2.365 1.742 -0.385
H 2.012 4.554 0.698
H 0.068 6.076 0.453
H -2.190 5.243 0.082
H -3.755 3.325 -0.048
H -4.119 0.851 0.020
H -2.165 -0.627 0.359
C -2.819 -3.911 0.146
O -1.418 -4.379 0.113
C -0.507 -3.487 0.541
O -0.796 -2.352 0.993
N 0.735 -4.037 0.450
N 1.816 -3.331 1.007
H -3.445 -4.793 -0.064
H -2.961 -3.158 -0.626
H -3.041 -3.493 1.128
H 0.821 -4.964 0.057
H 2.581 -3.206 0.339
H 2.177 -3.811 1.824
C 3.034 -1.055 -2.537
C 2.468 -0.919 -1.136
O 3.208 -1.025 -0.078
O 1.183 -0.701 -1.045
H 4.105 -1.245 -2.516
H 2.866 -0.122 -3.084
H 2.535 -1.867 -3.070
```

Calculated values
HOMO = -11.62 eV
energy above the lowest of the compared OMol25 structures with the same formula, charge and spin = 0.00 kJ/mol
largest force on an atom = 2.88 eV/A
M = 500.5 g/mol
LUMO level = -3.0531 eV
total charge = +1

3.
Density functional theory data (ωB97M-V with the def2-TZVPD basis set) for a 3-piece molecular cluster, CH3FINS overall at a distorted geometry.

Geometry as XYZ:
```
8
Properties=species:S:1:pos:R:3
C -1.053 0.232 -0.227
N -0.265 0.665 -1.091
F 0.822 1.472 0.010
S 0.122 0.807 -2.522
I 1.779 -2.158 1.494
H -2.027 -0.234 -0.632
H -0.959 0.004 0.819
H 1.580 -0.787 2.148
```

Calculated values
HOMO (spin up / spin down) = -9.44 / -9.44 eV
energy above the lowest of the compared OMol25 structures with the same formula, charge and spin = 282.37 kJ/mol
largest force on an atom = 4.60 eV/A
M = 207.0 g/mol
LUMO level (spin up / spin down) = -1.1204 / -1.1194 eV

4.
Density functional theory data (ωB97M-V with the def2-TZVPD basis set) for C31H40Br5MnN3O3Si as an isolated structure at a distorted geometry.

Geometry as XYZ:
```
84
Properties=species:S:1:pos:R:3
Mn -2.335 0.520 -1.884
Br -6.245 5.439 0.666
C -5.600 3.921 -0.188
C -6.530 2.951 -0.732
Br -8.342 3.229 -0.552
C -6.081 1.797 -1.388
Br -7.215 0.504 -2.110
C -4.715 1.615 -1.505
O -4.141 0.588 -2.093
C -3.787 2.563 -0.966
O -2.544 2.260 -1.136
C -4.245 3.723 -0.296
Br -2.956 4.885 0.385
C 3.698 3.221 -2.767
C 2.227 2.772 -2.572
C 1.477 2.971 -3.895
C 1.576 3.693 -1.531
Si 2.349 0.964 -1.992
Br -0.144 0.201 -2.519
C 2.336 0.631 -0.116
C 3.606 1.347 0.412
C 2.446 -0.860 0.230
C 1.119 1.194 0.630
C 3.191 -0.304 -3.130
C 3.122 0.086 -4.613
C 4.676 -0.275 -2.682
C 2.679 -1.746 -3.009
H 3.693 4.278 -3.044
H 4.203 2.681 -3.567
H 4.295 3.134 -1.857
H 1.538 4.030 -4.154
H 0.421 2.719 -3.805
H 1.899 2.411 -4.726
H 1.587 4.711 -1.926
H 2.107 3.715 -0.580
H 0.532 3.426 -1.346
H 4.523 0.979 -0.050
H 3.689 1.150 1.484
H 3.566 2.428 0.285
H 3.352 -1.322 -0.158
H 1.584 -1.429 -0.125
H 2.480 -0.955 1.318
H 1.046 2.279 0.582
H 1.216 0.920 1.683
H 0.184 0.766 0.264
H 3.609 1.035 -4.832
H 2.095 0.127 -4.979
H 3.642 -0.681 -5.189
H 5.127 0.717 -2.746
H 5.242 -0.926 -3.350
H 4.815 -0.654 -1.670
H 1.656 -1.847 -3.371
H 2.734 -2.150 -2.000
H 3.307 -2.373 -3.645
C 1.753 -5.168 3.617
C 0.571 -4.300 3.930
C 0.579 -2.935 3.664
C -0.499 -2.120 3.980
C -1.630 -2.678 4.563
N -2.775 -1.921 4.914
C -3.159 -0.675 4.521
O -3.849 0.058 5.181
N -2.683 -0.221 3.260
C -2.728 -0.868 2.048
C -3.084 -2.212 1.857
C -3.064 -2.751 0.585
C -2.715 -1.965 -0.497
N -2.397 -0.682 -0.313
C -2.401 -0.134 0.907
C -1.656 -4.045 4.842
C -0.568 -4.837 4.533
H 2.515 -4.617 3.070
H 1.459 -6.031 3.018
H 2.207 -5.547 4.534
H 1.460 -2.486 3.222
H -0.435 -1.055 3.805
H -3.274 -2.229 5.736
H -2.744 0.787 3.225
H -3.385 -2.822 2.694
H -3.328 -3.786 0.426
H -2.686 -2.352 -1.508
H -2.114 0.907 0.977
H -2.531 -4.484 5.306
H -0.603 -5.894 4.765
```

Calculated values
HOMO (spin up / spin down) = -12.73 / -12.73 eV
energy above the lowest of the compared OMol25 structures with the same formula, charge and spin = 20.82 kJ/mol
<S²> = 3.98
largest force on an atom = 1.20 eV/A
multiplicity = 4
M = 985.2 g/mol
LUMO level (spin up / spin down) = -7.7197 / -8.5949 eV
total charge = +2

5.
Density functional theory data (ωB97M-V with the def2-TZVPD basis set) for C36H28AsF6N5O2PRu as an isolated structure.

Geometry as XYZ:
```
80
Properties=species:S:1:pos:R:3
Ru 1.018 0.035 0.231
O 1.669 -4.052 -0.269
C 1.112 -3.012 -0.509
N 1.019 -1.993 0.488
C 1.397 -2.340 1.769
C 1.161 -3.603 2.365
C 1.611 -3.845 3.627
C 2.327 -2.856 4.344
C 2.551 -1.610 3.818
C 2.078 -1.318 2.528
N 2.190 -0.118 1.874
C 2.827 1.003 2.379
O 3.532 1.062 3.352
C 2.492 2.230 1.587
C 3.074 3.431 1.925
C 2.697 4.572 1.240
C 1.730 4.460 0.254
C 1.188 3.223 -0.023
N 1.567 2.108 0.617
C 0.600 -2.787 -1.915
C 0.950 -3.744 -2.861
C 0.502 -3.593 -4.160
C -0.295 -2.503 -4.469
C -0.608 -1.610 -3.461
N -0.164 -1.737 -2.207
H 0.622 -4.362 1.827
H 1.414 -4.807 4.085
H 2.697 -3.083 5.336
H 3.079 -0.856 4.375
H 3.804 3.435 2.720
H 3.138 5.530 1.478
H 1.389 5.320 -0.307
H 0.417 3.128 -0.770
H 1.569 -4.574 -2.558
H 0.769 -4.315 -4.920
H -0.662 -2.336 -5.474
H -1.245 -0.753 -3.664
N 0.466 1.094 -1.984
C -0.847 1.611 -2.209
C -1.110 2.535 -3.214
C -2.411 2.973 -3.422
C -3.456 2.487 -2.644
C -3.196 1.582 -1.628
C -1.889 1.168 -1.389
P -1.410 0.102 -0.018
C -1.344 1.181 1.457
C -0.898 0.570 2.635
C -0.662 1.327 3.774
C -0.890 2.696 3.749
C -1.382 3.300 2.596
C -1.604 2.548 1.452
C -2.830 -0.978 0.349
C -2.992 -2.185 -0.335
C -4.119 -2.965 -0.117
C -5.090 -2.550 0.782
C -4.934 -1.352 1.468
C -3.808 -0.566 1.259
H 0.559 0.147 -2.339
H 1.205 1.625 -2.431
H -0.297 2.885 -3.846
H -2.615 3.682 -4.216
H -4.471 2.820 -2.826
H -4.003 1.210 -1.008
H -0.772 -0.507 2.666
H -0.303 0.849 4.679
H -0.703 3.291 4.635
H -1.598 4.363 2.593
H -1.983 3.023 0.552
H -2.235 -2.512 -1.032
H -4.237 -3.901 -0.652
H -5.970 -3.160 0.949
H -5.691 -1.025 2.172
H -3.698 0.362 1.802
F 2.681 -0.201 -1.286
As 3.784 -0.224 -2.757
F 2.586 -1.239 -3.457
F 2.876 1.141 -3.347
F 4.768 -0.239 -4.131
F 4.763 0.866 -1.887
F 4.545 -1.567 -2.043
```

Calculated values
HOMO (spin up / spin down) = -10.86 / -11.67 eV
energy above the lowest of the compared OMol25 structures with the same formula, charge and spin = 65.98 kJ/mol
<S²> = 6.03
largest force on an atom = 0.93 eV/A
multiplicity = 5
M = 883.6 g/mol
LUMO level (spin up / spin down) = -3.4385 / -5.4875 eV
total charge = +1

6.
Density functional theory data (ωB97M-V with the def2-TZVPD basis set) for one molecule with the formula C4H6N2O at a distorted geometry.

Geometry as XYZ:
```
13
Properties=species:S:1:pos:R:3
N -2.534 0.680 -0.802
C -1.519 0.408 -0.108
O -1.152 -0.856 0.183
C 0.198 -1.205 -0.060
C 1.251 -0.296 0.601
C 1.596 0.893 -0.188
N 1.872 1.814 -0.831
H -2.550 1.694 -0.712
H -0.911 1.194 0.367
H 0.371 -1.255 -1.142
H 0.296 -2.208 0.357
H 0.911 0.013 1.595
H 2.170 -0.876 0.742
```

Calculated values
SMILES = [H]/N=C/OCCC#N
HOMO = -10.75 eV
energy above the lowest of the compared OMol25 structures with the same formula, charge and spin = 179.17 kJ/mol
largest force on an atom = 1.14 eV/A
M = 98.1 g/mol
LUMO level = 0.5944 eV

7.
Density functional theory data (ωB97M-V with the def2-TZVPD basis set) for C46H24I4N7Pd as an isolated structure.

Geometry as XYZ:
```
82
Properties=species:S:1:pos:R:3
Pd 0.095 -0.416 -0.137
I 9.657 -1.173 1.578
C 7.610 -0.943 1.286
C 6.900 -1.908 0.583
C 5.536 -1.755 0.395
C 4.875 -0.636 0.893
C 5.597 0.324 1.595
C 6.960 0.172 1.796
C 3.410 -0.485 0.682
C 2.949 0.576 -0.074
C 3.760 1.622 -0.676
C 2.917 2.507 -1.231
C 1.550 2.005 -1.005
C 0.325 2.580 -1.531
C 0.104 4.013 -1.493
C 1.046 4.905 -0.943
C 0.814 6.264 -0.884
C -0.384 6.787 -1.356
I -0.728 8.832 -1.288
C -1.365 5.927 -1.837
C -1.130 4.569 -1.886
C -0.603 1.675 -2.128
N -0.802 0.415 -1.692
C -1.718 -0.190 -2.512
C -2.309 -1.442 -2.288
C -3.247 -1.951 -3.322
C -2.778 -2.263 -4.595
C -3.644 -2.738 -5.567
C -4.992 -2.887 -5.272
I -6.301 -3.583 -6.735
C -5.475 -2.571 -4.010
C -4.600 -2.110 -3.038
C -2.118 -2.216 -1.139
C -2.753 -3.441 -0.781
C -2.338 -3.759 0.491
C -1.441 -2.734 0.880
N -1.305 -1.835 -0.092
C -0.733 -2.495 2.153
C 0.730 -2.368 2.025
C 1.823 -3.058 2.676
C 2.961 -2.459 2.249
C 2.567 -1.421 1.322
N 1.194 -1.426 1.221
C -1.370 -1.813 3.213
C -2.716 -1.474 3.065
C -3.319 -0.316 3.801
C -1.427 0.825 4.924
I -1.403 2.494 6.123
C -0.637 -0.272 5.150
C -0.563 -1.412 4.352
C -2.070 0.732 -3.553
C -1.400 1.889 -3.309
N 1.609 0.862 -0.354
H 7.408 -2.774 0.182
H 4.984 -2.507 -0.158
H 5.089 1.191 2.001
H 7.512 0.919 2.350
H 4.837 1.646 -0.675
H 3.165 3.385 -1.802
H 1.969 4.543 -0.517
H 1.562 6.917 -0.458
H -2.323 6.317 -2.150
H -1.939 3.925 -2.195
H -1.726 -2.145 -4.823
H -3.269 -2.992 -6.549
H -6.526 -2.681 -3.783
H -4.975 -1.861 -2.053
H -3.438 -3.997 -1.400
H -2.621 -4.611 1.086
H 1.716 -3.876 3.370
H 3.976 -2.683 2.532
H -3.284 -1.898 2.249
H -4.209 0.031 3.273
H 0.037 -0.226 5.996
H 0.245 -2.090 4.598
H -2.750 0.530 -4.363
H -1.397 2.777 -3.917
N -1.384 1.355 1.596
C -1.818 1.116 2.638
N -2.357 0.827 3.840
C -3.729 -0.649 5.172
N -4.075 -0.916 6.232
```

Calculated values
HOMO (spin up / spin down) = -9.38 / -10.33 eV
energy above the lowest of the compared OMol25 structures with the same formula, charge and spin = 0.00 kJ/mol
<S²> = 6.19
largest force on an atom = 0.39 eV/A
multiplicity = 5
M = 1288.8 g/mol
LUMO level (spin up / spin down) = -3.8846 / -5.9848 eV
total charge = +1

8.
Density functional theory data (ωB97M-V with the def2-TZVPD basis set) for C25H45N6OPb as an isolated structure at a distorted geometry.

Geometry as XYZ:
```
78
Properties=species:S:1:pos:R:3
Pb 0.760 -0.487 -0.166
C -0.557 -2.859 2.313
O -0.544 -1.625 1.705
H -0.872 -2.666 3.338
H -1.212 -3.597 1.849
H 0.408 -3.364 2.345
C 0.525 5.575 -1.980
C 1.490 5.285 -0.890
C 2.571 4.271 -1.270
C 2.219 2.830 -1.049
N 1.940 1.752 -0.836
H 1.110 5.776 -2.877
H -0.218 6.343 -1.760
H 0.014 4.668 -2.302
H 0.932 4.852 -0.060
H 1.840 6.238 -0.493
H 3.423 4.561 -0.654
H 2.950 4.281 -2.292
C -1.824 2.291 4.340
C -1.512 0.768 4.511
C -0.022 0.526 4.574
C 0.703 0.719 3.283
N 1.253 0.883 2.244
H -1.352 2.607 3.410
H -1.336 2.890 5.109
H -2.913 2.301 4.371
H -1.908 0.253 3.636
H -1.996 0.323 5.380
H 0.219 -0.507 4.824
H 0.483 1.168 5.296
C -5.500 -2.917 -0.241
C -4.001 -3.155 -0.337
C -3.349 -3.016 -1.725
C -2.089 -2.297 -1.881
N -1.065 -1.754 -2.035
H -5.846 -2.107 -0.882
H -5.681 -2.510 0.754
H -6.245 -3.709 -0.326
H -3.669 -4.136 0.005
H -3.605 -2.433 0.377
H -4.046 -2.566 -2.432
H -2.993 -3.981 -2.086
C 3.050 -4.401 -4.241
C 1.597 -3.993 -4.361
C 1.194 -2.528 -4.547
C 1.585 -1.688 -3.452
N 1.826 -0.990 -2.530
H 3.187 -5.477 -4.132
H 3.542 -3.887 -3.415
H 3.627 -4.075 -5.106
H 1.249 -4.290 -3.372
H 1.069 -4.677 -5.025
H 0.133 -2.299 -4.652
H 1.756 -2.134 -5.394
C 5.718 1.554 2.010
C 6.387 1.033 0.802
C 6.132 -0.500 0.638
C 4.625 -0.809 0.641
N 3.461 -0.996 0.727
H 6.197 1.263 2.945
H 4.652 1.325 2.012
H 5.702 2.643 2.062
H 7.406 1.324 0.547
H 5.912 1.544 -0.035
H 6.423 -1.085 1.511
H 6.611 -0.834 -0.282
C -5.228 0.773 -0.870
C -4.821 0.645 0.587
C -3.755 1.551 0.958
C -2.490 1.319 0.148
N -1.506 1.164 -0.429
H -6.157 0.264 -1.129
H -4.349 0.563 -1.479
H -5.449 1.815 -1.102
H -4.494 -0.391 0.674
H -5.654 0.931 1.230
H -3.568 1.270 1.995
H -4.053 2.599 0.976
```

Calculated values
HOMO (spin up / spin down) = -2.43 / -5.97 eV
<S²> = 0.75
largest force on an atom = 4.66 eV/A
multiplicity = 2
M = 652.9 g/mol
LUMO level (spin up / spin down) = 0.7816 / 0.7676 eV

9.
Density functional theory data (ωB97M-V with the def2-TZVPD basis set) for one molecule with the formula C4H10O2.

Geometry as XYZ:
```
16
Properties=species:S:1:pos:R:3
C 1.813 0.946 -0.085
O 0.506 0.631 0.328
C -0.210 -0.231 -0.552
C -0.020 -1.699 -0.193
C -1.662 0.221 -0.430
O -1.771 1.610 -0.614
H 2.513 0.115 0.075
H 1.835 1.225 -1.150
H 2.141 1.802 0.511
H 0.135 -0.043 -1.581
H 1.041 -1.938 -0.070
H -0.422 -2.349 -0.978
H -0.532 -1.935 0.746
H -2.277 -0.267 -1.194
H -2.039 -0.086 0.560
H -1.041 1.977 -0.090
```

Calculated values
SMILES = CO[C@@H](C)CO
HOMO = -10.06 eV
energy above the lowest of the compared OMol25 structures with the same formula, charge and spin = 100.05 kJ/mol
largest force on an atom = 0.41 eV/A
M = 90.1 g/mol
LUMO level = 1.0233 eV

10.
Density functional theory data (ωB97M-V with the def2-TZVPD basis set) for one molecule with the formula C3H3N3O.

Geometry as XYZ:
```
10
Properties=species:S:1:pos:R:3
O 2.138 -1.283 -0.360
C 1.243 -0.561 -0.042
N 1.076 0.821 -0.048
N -0.127 0.703 0.739
C -1.259 0.591 -0.141
C -1.224 -0.742 -0.138
N -0.015 -0.788 0.673
H 1.800 1.405 0.348
H -1.750 1.413 -0.630
H -1.882 -1.559 -0.402
```

Calculated values
SMILES = O=c1[nH]n2ccn12
HOMO = -9.62 eV
energy above the lowest of the compared OMol25 structures with the same formula, charge and spin = 400.44 kJ/mol
largest force on an atom = 0.65 eV/A
M = 97.1 g/mol
LUMO level = 0.9920 eV

11.
Density functional theory data (ωB97M-V with the def2-TZVPD basis set) for one molecule with the formula C5H7NOS at a distorted geometry.

Geometry as XYZ:
```
15
Properties=species:S:1:pos:R:3
C -0.370 -0.408 1.660
C 0.274 0.193 -0.631
C 1.126 0.626 -1.539
C -0.711 0.207 -2.753
C -1.089 0.024 -1.268
H -1.387 -0.566 1.279
H 1.471 0.154 1.069
H 2.190 0.880 -1.443
H -1.384 0.871 -3.279
H -0.685 -0.749 -3.273
H -1.770 0.775 -0.921
H -1.521 -0.951 -1.075
N 0.521 -0.018 0.732
O 0.621 0.767 -2.791
S -0.056 -0.642 3.252
```

Calculated values
SMILES = S=CNC1=COCC1
HOMO = -7.96 eV
energy above the lowest of the compared OMol25 structures with the same formula, charge and spin = 131.53 kJ/mol
largest force on an atom = 1.40 eV/A
M = 129.2 g/mol
LUMO level = 0.6424 eV

12.
Density functional theory data (ωB97M-V with the def2-TZVPD basis set) for a 2-piece molecular cluster, C2H10N2O2 overall at a distorted geometry.

Geometry as XYZ:
```
16
Properties=species:S:1:pos:R:3
N 1.451 -2.294 2.601
C 0.045 -1.769 3.124
O -0.070 -0.394 2.864
H 1.511 -3.213 2.772
H 2.154 -1.636 2.730
H -0.813 -2.137 2.571
H -0.011 -2.403 4.036
H 0.198 -0.329 1.973
N 0.499 1.752 -2.190
C -0.778 1.979 -2.805
O -1.383 0.877 -3.512
H 0.791 0.816 -2.512
H 1.307 2.428 -2.249
H -1.508 2.309 -2.034
H -0.565 2.764 -3.511
H -0.689 0.072 -3.385
```

Calculated values
SMILES = NCO.NCO
HOMO = -9.05 eV
energy above the lowest of the compared OMol25 structures with the same formula, charge and spin = 315.31 kJ/mol
largest force on an atom = 6.64 eV/A
M = 94.1 g/mol
LUMO level = 0.7464 eV